[1]
Computed, not measured: C11H26AsBBrNO4 as an isolated structure, with ωB97M-V with the def2-TZVPD basis set.

## Properties
Molar mass (g/mol): 402.0
LUMO level (eV): 4.585
HOMO level (eV): 0.67
Gap between HOMO and LUMO (eV): 3.92
Largest force on an atom (hartree/bohr): 0.054

ORCA input file:
```
! RIJCOSX wB97M-V def2-TZVPD def2/J DEFGRID3
* xyz -2 1
C 1.479 -3.416 2.653
C 1.402 -2.829 1.230
B -0.028 -2.235 0.879
O -0.704 -2.894 -0.158
As -0.913 -0.565 1.807
Br 1.355 0.103 2.789
C -2.758 -1.166 1.170
C -3.231 -0.931 -0.256
N -3.754 0.423 -0.492
C -0.377 0.529 0.119
C -0.322 2.045 0.282
C 0.707 2.668 -0.706
C 0.556 2.239 -2.173
C 1.700 1.377 -2.640
O 2.789 2.207 -3.040
C 3.943 1.469 -3.330
C -1.785 1.089 2.763
O -1.331 1.379 3.888
O -2.743 1.638 2.161
H 2.520 -3.621 2.882
H 0.921 -4.349 2.661
H 1.053 -2.748 3.387
H 2.203 -2.117 1.065
H 1.610 -3.664 0.546
H -0.248 -2.759 -0.990
H -1.160 -1.436 3.151
H -2.804 -2.240 1.370
H -3.494 -0.747 1.848
H -2.506 -1.187 -1.019
H -4.078 -1.596 -0.458
H -3.010 1.093 -0.363
H -4.437 0.573 0.233
H 0.664 0.241 -0.051
H -0.884 0.278 -0.818
H -1.271 2.529 0.075
H 0.067 2.311 1.256
H 1.678 2.337 -0.342
H 0.718 3.751 -0.600
H 0.629 3.136 -2.790
H -0.398 1.781 -2.393
H 1.367 0.745 -3.473
H 2.061 0.723 -1.850
H 4.313 1.757 -4.314
H 4.740 1.680 -2.618
H 3.762 0.398 -3.344
*
```

---

[2]
Computed, not measured: one molecule with the formula C4H6O2, with ωB97M-V with the def2-TZVPD basis set.

## Properties
SMILES: C=CCC(=O)O
Energy relative to the best compared isomer or geometry (same formula, charge and spin) (eV): 0.998
Molar mass (g/mol): 86.1
LUMO level (eV): 0.827
HOMO level (eV): -9.91
Gap between HOMO and LUMO (eV): 10.74
Largest force on an atom (hartree/bohr): 0.071

ORCA input file:
```
! RIJCOSX wB97M-V def2-TZVPD def2/J DEFGRID3
* xyz 0 1
C 0.622 0.628 -1.695
C 0.516 -0.299 -0.764
C -0.776 -0.475 -0.071
C -0.614 0.189 1.234
O -1.271 0.991 1.822
O 0.529 -0.542 1.763
H -0.222 1.150 -2.117
H 1.582 0.810 -2.159
H 1.366 -0.941 -0.558
H -1.035 -1.522 0.109
H -1.607 -0.028 -0.613
H 0.757 0.003 2.561
*
```

---

[3]
Computed, not measured: one molecule with the formula C5H8O4, with ωB97M-V with the def2-TZVPD basis set.

## Properties
SMILES: C/C=C/C(=O)C(O)(O)O
Energy relative to the best compared isomer or geometry (same formula, charge and spin) (eV): 2.480
Molar mass (g/mol): 132.1
LUMO level (eV): 0.481
HOMO level (eV): -9.00
Gap between HOMO and LUMO (eV): 9.48
Largest force on an atom (hartree/bohr): 0.134

ORCA input file:
```
! RIJCOSX wB97M-V def2-TZVPD def2/J DEFGRID3
* xyz 0 1
C 2.027 -0.425 1.292
C 0.969 0.483 0.624
C -0.304 0.130 0.297
C -1.107 1.041 -0.550
O -1.432 2.205 -0.523
C -1.601 0.025 -1.868
O -0.415 -0.466 -2.244
O -2.037 0.955 -2.771
O -2.535 -0.873 -1.337
H 2.816 -0.618 0.578
H 2.425 0.094 2.123
H 1.457 -1.289 1.456
H 1.218 1.480 0.517
H -0.545 -0.862 0.251
H -0.279 -0.234 -3.161
H -2.047 1.856 -2.322
H -3.055 -0.608 -0.579
*
```

---

[4]
Computed, not measured: a 6-piece molecular cluster, H12O6 overall, with ωB97M-V with the def2-TZVPD basis set.

## Properties
SMILES: O.O.O.O.O.O
Energy relative to the best compared isomer or geometry (same formula, charge and spin) (eV): 1.290
Molar mass (g/mol): 108.1
LUMO level (eV): -0.071
HOMO level (eV): -10.45
Gap between HOMO and LUMO (eV): 10.38
Largest force on an atom (hartree/bohr): 0.007

ORCA input file:
```
! RIJCOSX wB97M-V def2-TZVPD def2/J DEFGRID3
* xyz 0 1
O -1.771 -0.541 1.636
H -1.379 -1.390 1.881
H -2.609 -0.510 2.115
O 1.628 -1.808 1.014
H 1.646 -1.239 1.794
H 2.259 -2.511 1.209
O -2.116 2.383 2.569
H -1.941 1.586 2.045
H -2.782 2.123 3.215
O -0.280 -0.293 -0.820
H 0.540 -0.580 -0.394
H -0.902 -0.166 -0.083
O 0.053 2.439 -2.076
H 0.801 2.305 -2.667
H 0.023 1.634 -1.535
O 2.594 -0.942 -3.190
H 2.358 -1.225 -4.081
H 1.876 -1.267 -2.633
*
```

---

[5]
Computed, not measured: a 2-piece molecular cluster, C34H46NOS overall, with ωB97M-V with the def2-TZVPD basis set.

## Properties
Molar mass (g/mol): 516.8
LUMO level (eV): -5.472
HOMO level (eV): -9.24
Gap between HOMO and LUMO (eV): 3.77
Largest force on an atom (hartree/bohr): 0.043

ORCA input file:
```
! RIJCOSX wB97M-V def2-TZVPD def2/J DEFGRID3
* xyz 1 1
C 0.962 -6.279 -0.142
C 1.193 -4.867 0.310
C 0.388 -4.272 1.283
C 0.556 -2.935 1.666
C -0.263 -2.407 2.811
C 1.519 -2.129 1.013
C 1.690 -0.637 1.289
C 2.771 -0.413 2.359
C 0.402 0.270 1.544
C -0.726 -0.070 0.652
C -1.423 0.860 -0.155
C -1.397 0.651 -1.576
C -0.462 -0.382 -2.142
C -2.093 1.507 -2.438
C -2.832 2.588 -1.912
C -3.668 3.429 -2.838
C -2.771 2.866 -0.532
C -2.068 2.047 0.351
C -1.920 2.428 1.789
C 2.445 -2.776 0.157
C 3.694 -2.118 -0.368
C 2.228 -4.099 -0.231
H 1.713 -6.576 -0.882
H 1.020 -6.991 0.690
H -0.030 -6.394 -0.597
H -0.391 -4.855 1.782
H 0.380 -2.130 3.663
H -0.829 -1.523 2.511
H -0.995 -3.157 3.139
H 2.091 -0.220 0.349
H 3.673 -0.989 2.130
H 3.067 0.645 2.411
H 2.418 -0.732 3.356
H 0.091 0.220 2.601
H 0.732 1.313 1.372
H -0.706 -1.118 0.341
H -0.645 -0.523 -3.213
H 0.579 -0.046 -2.005
H -0.546 -1.357 -1.645
H -2.040 1.343 -3.519
H -4.115 4.283 -2.321
H -3.029 3.791 -3.652
H -4.485 2.844 -3.279
H -3.255 3.767 -0.132
H -2.453 3.357 2.012
H -2.291 1.652 2.469
H -0.862 2.590 2.022
H 4.266 -2.894 -0.899
H 3.476 -1.309 -1.085
H 4.330 -1.719 0.435
H 2.906 -4.548 -0.966
C -7.277 5.433 -1.446
N -7.964 5.233 -0.187
C -9.087 6.101 0.131
C -7.638 4.139 0.609
C -6.944 4.344 1.825
C -6.398 3.266 2.493
C -6.583 1.953 2.020
C -6.171 0.852 2.951
C -5.727 -0.440 2.506
S -6.126 -1.672 3.612
C -7.861 -1.422 4.143
C -6.412 -3.109 2.530
O -6.303 1.058 4.179
C -7.328 1.730 0.853
C -7.868 2.814 0.171
H -6.256 5.008 -1.404
H -7.829 4.938 -2.262
H -7.202 6.513 -1.655
H -9.322 6.021 1.205
H -8.864 7.148 -0.120
H -9.979 5.804 -0.450
H -6.778 5.373 2.194
H -5.848 3.413 3.425
H -5.053 -0.644 1.647
H -8.118 -2.180 4.891
H -7.936 -0.427 4.595
H -8.522 -1.507 3.273
H -6.510 -3.984 3.187
H -7.326 -2.953 1.947
H -5.537 -3.207 1.880
H -7.499 0.714 0.499
H -8.472 2.661 -0.717
*
```